[1]
{"formula": "C17H47IN9O5P2", "method": "ωB97M-V/def2-TZVPD", "energy_ha": -2525.01292, "mol_weight_g_mol": 646.5, "e_homo_ha": -0.3671, "total_charge": 1, "orbital_gap_ev": 6.228, "symbols": ["N", "C", "O", "C", "I", "C", "N", "C", "C", "O", "N", "O", "H", "H", "H", "H", "H", "H", "H", "H", "H", "H", "H", "O", "P", "N", "C", "C", "N", "C", "C", "N", "C", "C", "H", "H", "H", "H", "H", "H", "H", "H", "H", "H", "H", "H", "H", "H", "H", "H", "H", "H", "O", "P", "N", "C", "C", "N", "C", "C", "N", "C", "C", "H", "H", "H", "H", "H", "H", "H", "H", "H", "H", "H", "H", "H", "H", "H", "H", "H", "H"], "positions_angstrom": [[0.170308, -2.312005, 0.559184], [-0.802845, -1.277411, 0.349864], [-0.868726, -0.922697, -1.025621], [-0.305679, 0.302986, -1.384260], [-0.543400, 0.604058, -3.477025], [-0.949098, 1.499188, -0.676705], [-1.420801, 1.107821, 0.702471], [-0.648740, -0.047312, 1.282833], [0.759679, 0.380670, 1.679524], [1.083740, -0.341241, 2.849997], [2.584569, -0.417094, 3.062731], [3.025884, 0.636069, 3.030817], [0.209689, -2.559685, 1.543913], [1.101708, -2.025796, 0.273029], [-1.770402, -1.729990, 0.594836], [0.777782, 0.319419, -1.244521], [-0.219710, 2.303407, -0.579343], [-1.802832, 1.899343, -1.219301], [-2.385808, 0.778721, 0.615833], [-1.445537, 1.908737, 1.338099], [-1.150174, -0.305162, 2.218180], [1.494234, 0.190594, 0.888405], [0.769866, 1.463907, 1.874108], [0.834864, 5.342588, 2.096620], [2.292150, 5.586564, 2.149160], [2.863000, 4.805346, 3.532317], [4.164114, 5.020786, 4.135040], [2.357405, 3.460082, 3.727809], [2.491709, 7.280175, 2.311061], [2.822735, 7.883277, 3.599382], [1.393378, 8.012043, 1.676236], [3.469484, 5.338436, 1.011533], [3.577870, 3.998566, 0.450807], [4.544888, 6.253970, 0.649388], [4.976181, 4.485978, 3.621279], [4.135192, 4.661296, 5.165643], [4.425971, 6.067337, 4.183226], [2.871532, 2.716443, 3.117023], [1.297933, 3.433177, 3.468103], [2.437893, 3.166073, 4.777524], [2.200822, 7.519075, 4.424800], [2.690413, 8.962614, 3.522780], [3.869547, 7.739514, 3.852519], [0.497064, 8.054389, 2.302879], [1.115124, 7.550589, 0.730048], [1.725661, 9.030081, 1.463850], [4.384411, 3.418315, 0.914735], [3.762029, 4.039344, -0.624739], [2.642571, 3.450034, 0.596586], [5.315576, 6.304664, 1.423060], [4.174250, 7.254826, 0.455699], [5.012311, 5.894193, -0.268395], [-1.105065, -6.631934, -1.827713], [-2.361611, -6.071547, -2.353162], [-2.958628, -7.157190, -3.490589], [-3.976714, -6.847224, -4.475013], [-2.990649, -8.558007, -3.086370], [-1.903559, -4.598497, -3.136641], [-1.798567, -4.510090, -4.588093], [-0.717089, -4.022153, -2.508804], [-3.702889, -5.478371, -1.579012], [-4.374723, -6.379155, -0.646176], [-4.407196, -4.241905, -1.870605], [-4.997844, -6.867433, -4.066406], [-3.928753, -7.592637, -5.271163], [-3.819762, -5.887450, -4.944675], [-3.867916, -8.796556, -2.470909], [-2.093559, -8.805402, -2.522012], [-3.013171, -9.197793, -3.970294], [-1.241069, -5.340113, -5.037777], [-1.290265, -3.579051, -4.846431], [-2.775883, -4.444494, -5.058888], [0.210961, -4.500337, -2.842557], [-0.761325, -4.116286, -1.425703], [-0.671860, -2.955544, -2.745293], [-5.258064, -6.849482, -1.091289], [-4.688285, -5.844360, 0.252704], [-3.696936, -7.172964, -0.326786], [-4.985019, -4.303437, -2.797713], [-3.728300, -3.396204, -1.939859], [-5.106044, -4.040685, -1.055789]], "forces_ev_per_angstrom": [[0.123, 0.424, 0.061], [-0.053, -0.420, 0.201], [-0.334, 0.237, 0.085], [0.268, 0.164, -0.036], [0.020, -0.127, -0.009], [0.202, 0.373, -0.100], [-0.353, -0.509, -0.235], [0.170, -0.012, 0.458], [0.121, 0.649, -0.028], [0.038, -0.820, -0.400], [-0.734, 0.386, 0.455], [0.730, -0.428, -0.332], [0.012, -0.187, -0.095], [-0.025, -0.058, -0.027], [-0.047, 0.114, -0.179], [-0.044, -0.099, 0.118], [-0.028, -0.015, 0.092], [-0.082, -0.138, 0.084], [-0.006, 0.123, -0.009], [0.159, 0.030, -0.046], [-0.014, 0.066, -0.024], [-0.049, -0.052, 0.024], [0.027, -0.027, -0.028], [0.034, -1.525, -1.495], [1.034, 2.759, 2.216], [-0.421, 0.196, 0.122], [0.300, -0.349, -0.250], [-0.436, 0.022, 0.076], [0.012, -0.440, 0.395], [0.082, 0.050, 0.047], [-0.018, 0.075, -0.256], [-0.900, -0.848, -1.068], [0.070, -0.091, 0.126], [0.021, 0.136, -0.036], [-0.037, -0.010, -0.014], [-0.033, -0.029, -0.019], [0.034, 0.035, -0.113], [0.143, 0.269, 0.096], [0.005, 0.049, 0.011], [0.114, 0.043, -0.005], [0.004, 0.014, -0.010], [-0.107, -0.027, -0.045], [0.005, 0.020, 0.008], [0.011, -0.036, 0.000], [0.010, -0.016, 0.010], [0.020, -0.009, 0.045], [0.016, 0.000, -0.027], [0.004, 0.041, 0.000], [-0.004, 0.036, 0.055], [0.011, 0.026, -0.011], [-0.052, 0.018, 0.112], [-0.025, -0.084, 0.031], [-0.798, -0.573, 1.753], [0.571, 1.621, -3.175], [0.291, -0.090, -0.150], [-0.427, -0.068, 0.274], [0.281, -0.147, 0.095], [-0.263, -0.430, -0.213], [-0.029, 0.039, -0.055], [0.050, 0.106, 0.160], [0.330, -0.462, 1.499], [-0.062, -0.138, -0.109], [0.028, 0.102, -0.008], [0.023, -0.024, 0.025], [0.011, -0.031, 0.038], [-0.044, 0.089, 0.075], [-0.035, -0.017, -0.067], [-0.011, 0.070, 0.029], [-0.022, 0.055, -0.034], [-0.002, 0.016, -0.004], [0.087, -0.039, 0.077], [0.004, 0.012, -0.023], [-0.019, -0.024, 0.027], [-0.004, -0.022, 0.000], [-0.029, -0.021, -0.072], [-0.026, 0.023, 0.013], [0.019, 0.037, -0.012], [0.025, 0.017, -0.054], [-0.007, 0.046, -0.006], [0.075, -0.045, -0.113], [-0.016, -0.100, 0.003]]}

[2]
{"formula": "C38H69BrN6O6RbS2SbSeSi4", "method": "ωB97M-V/def2-TZVPD", "energy_ha": -9463.68693, "de_lowest_kj_mol": 107.2, "mol_weight_g_mol": 1248.6, "e_homo_ha": -0.0559, "total_charge": -2, "orbital_gap_ev": 5.045, "symbols": ["Rb", "O", "S", "O", "O", "C", "C", "C", "C", "C", "C", "S", "O", "O", "O", "H", "H", "H", "H", "Br", "C", "C", "C", "C", "C", "N", "H", "H", "H", "H", "C", "N", "C", "C", "N", "C", "C", "Se", "H", "H", "H", "H", "H", "H", "H", "H", "C", "C", "C", "Sb", "C", "C", "C", "C", "C", "C", "H", "H", "H", "H", "H", "H", "H", "H", "H", "H", "H", "H", "H", "H", "H", "H", "H", "H", "H", "H", "H", "N", "C", "C", "N", "C", "C", "N", "H", "H", "H", "H", "H", "C", "Si", "C", "C", "Si", "Si", "C", "C", "C", "Si", "C", "C", "C", "H", "H", "H", "H", "H", "H", "H", "H", "H", "H", "H", "H", "H", "H", "H", "H", "H", "H", "H", "H", "H", "H", "H", "H", "H", "H", "H"], "positions_angstrom": [[0.590751, 0.197421, -1.328196], [2.976150, 0.540123, -3.929281], [2.089861, -0.508165, -4.389947], [1.855431, -0.491983, -5.831056], [0.845605, -0.594542, -3.627403], [2.926368, -2.087941, -4.122478], [3.503778, -2.645049, -5.262315], [4.161208, -3.863645, -5.211714], [4.244591, -4.553709, -4.014952], [3.682415, -4.012813, -2.870284], [3.025702, -2.785060, -2.903648], [2.406631, -2.211751, -1.316638], [2.829370, -0.818545, -1.244964], [3.033257, -3.078068, -0.340549], [0.951758, -2.361195, -1.369245], [3.413026, -2.102272, -6.192289], [4.603901, -4.272581, -6.112963], [4.753525, -5.509522, -3.965765], [3.754694, -4.517263, -1.917474], [-1.224076, 5.097340, -2.217681], [0.588276, 4.492535, -2.271720], [1.572214, 5.372825, -2.694449], [2.871280, 4.892567, -2.750721], [3.133426, 3.587445, -2.381429], [2.068232, 2.814549, -1.954080], [0.808573, 3.252779, -1.907106], [1.319615, 6.385179, -2.974027], [3.672130, 5.541593, -3.084514], [4.124075, 3.157692, -2.417521], [2.228621, 1.790974, -1.651970], [-1.040056, 0.992567, -5.776670], [-1.726113, -0.233016, -5.390203], [-1.169323, -1.498160, -5.468027], [-2.040354, -2.342821, -4.895982], [-3.124139, -1.584052, -4.475823], [-4.239552, -2.102129, -3.713538], [-2.930136, -0.279045, -4.766999], [-4.100380, 1.123756, -4.396121], [-0.444467, 0.795459, -6.663660], [-0.372311, 1.309016, -4.979091], [-1.794154, 1.753109, -5.960653], [-0.181782, -1.643280, -5.871381], [-1.980903, -3.401220, -4.716446], [-4.368606, -3.155236, -3.960691], [-5.134962, -1.537694, -3.964380], [-4.046074, -1.999012, -2.646164], [-6.026482, -2.200959, 0.943295], [-4.907287, -3.154888, 0.536208], [-5.321676, -3.960710, -0.689288], [-2.999627, -2.127587, 0.332315], [-2.988563, -1.596719, 2.430524], [-3.520563, -0.162870, 2.528548], [-1.630078, -1.677987, 3.121291], [-1.962590, -4.033021, 0.167161], [-0.623617, -4.159489, 0.894171], [-1.757802, -4.277461, -1.334841], [-6.977234, -2.739123, 1.048731], [-6.178067, -1.421305, 0.189904], [-5.825595, -1.703577, 1.892183], [-4.713277, -3.847899, 1.361861], [-5.581856, -3.302771, -1.522309], [-6.212552, -4.561463, -0.466844], [-4.545346, -4.644597, -1.033399], [-3.687332, -2.293583, 2.904853], [-2.773603, 0.537704, 2.147347], [-3.705831, 0.107600, 3.574034], [-4.442936, 0.008223, 1.967842], [-0.846553, -1.151390, 2.567765], [-1.296119, -2.700413, 3.280203], [-1.688001, -1.197590, 4.104004], [-2.666658, -4.767693, 0.571453], [0.081889, -3.387836, 0.584375], [-0.157895, -5.119716, 0.639487], [-0.728862, -4.127069, 1.976357], [-0.979557, -3.616517, -1.722085], [-2.663697, -4.114570, -1.926514], [-1.429535, -5.309410, -1.510715], [-5.363558, 2.637668, -0.373358], [-4.039429, 2.771013, 0.022883], [-3.076406, 1.853545, -0.420577], [-1.818529, 1.962029, -0.066109], [-1.477093, 2.960172, 0.753568], [-2.438369, 3.838135, 1.210017], [-3.723557, 3.758053, 0.842282], [-5.496693, 2.187406, -1.266136], [-5.899301, 3.482207, -0.253280], [-3.344156, 1.053344, -1.105418], [-0.438377, 3.028471, 1.056587], [-2.168966, 4.641824, 1.885961], [2.658804, 4.343987, 1.314153], [3.370385, 2.705997, 1.956809], [4.581053, 3.231818, 3.311106], [4.454260, 2.057633, 0.547388], [1.661708, 1.218205, 2.501210], [2.902581, -0.476377, 3.526405], [3.759362, -0.147853, 5.179626], [4.286223, -1.080168, 2.401486], [1.829867, -1.996058, 3.846842], [0.721513, 2.388132, 4.289707], [-1.067105, 1.853248, 4.583140], [0.573852, 4.246831, 3.956850], [1.482651, 2.308258, 6.017729], [3.431940, 4.902224, 0.772407], [2.292522, 4.970761, 2.130059], [1.821607, 4.176922, 0.631582], [5.284598, 3.989540, 2.943694], [5.156636, 2.368776, 3.659448], [4.049604, 3.642911, 4.175352], [4.933279, 2.896925, 0.027942], [3.889794, 1.469701, -0.181462], [5.241304, 1.401592, 0.924659], [4.334686, 0.781200, 5.154397], [4.445791, -0.975489, 5.398114], [3.047432, -0.070009, 6.000061], [5.104253, -0.356491, 2.361880], [3.938783, -1.258155, 1.380165], [4.685932, -2.024690, 2.790122], [0.997177, -1.776545, 4.522808], [2.437727, -2.793435, 4.291115], [1.411338, -2.368356, 2.906806], [-1.677188, 2.012070, 3.688787], [-1.509050, 2.421023, 5.411773], [-1.124957, 0.788805, 4.826878], [0.149911, 4.449984, 2.968759], [1.549066, 4.740056, 3.998830], [-0.076383, 4.703793, 4.712715], [1.374564, 1.310579, 6.447424], [0.969550, 3.021146, 6.675552], [2.549198, 2.545170, 6.005556]], "forces_ev_per_angstrom": [[-2.451, 1.571, 1.616], [0.084, 0.024, -0.019], [-0.005, -0.006, -0.031], [-0.074, 0.003, -0.120], [0.226, -0.291, -1.295], [0.077, -0.231, 0.144], [-0.062, 0.030, 0.138], [0.029, -0.037, -0.065], [0.027, -0.045, -0.003], [-0.041, 0.134, -0.084], [0.059, 0.035, -0.289], [0.381, -0.408, 0.055], [0.934, -0.569, 0.144], [0.007, -0.043, 0.027], [0.197, -0.520, 0.054], [-0.002, 0.002, 0.003], [-0.004, 0.003, 0.005], [-0.001, 0.005, 0.000], [-0.004, -0.004, 0.005], [0.061, -0.032, -0.005], [0.077, 0.062, -0.026], [-0.121, 0.025, 0.002], [0.078, 0.108, -0.034], [-0.058, -0.045, 0.046], [0.043, 0.044, -0.082], [0.036, -0.070, 0.016], [0.011, -0.004, 0.005], [-0.019, 0.006, -0.002], [-0.030, 0.007, -0.007], [0.475, 0.343, -0.121], [-0.119, -0.106, -0.037], [-0.045, 0.151, 0.088], [0.022, 0.310, -0.057], [-0.179, -0.028, 0.023], [-0.126, -0.128, 0.160], [0.032, 0.028, -0.099], [0.215, -0.088, -0.051], [0.144, -0.168, -0.042], [0.011, -0.001, 0.000], [0.003, -0.003, 0.064], [0.015, 0.020, -0.027], [-0.007, 0.042, 0.007], [-0.016, 0.020, 0.022], [-0.017, 0.003, 0.020], [-0.008, -0.008, -0.013], [0.003, 0.025, 0.034], [-0.067, -0.023, -0.021], [-0.212, 0.011, 0.065], [-0.055, -0.024, -0.001], [0.191, 0.036, -0.258], [0.093, 0.111, 0.097], [0.006, 0.015, 0.074], [-0.031, 0.008, 0.032], [0.189, -0.013, -0.062], [-0.034, -0.049, -0.050], [0.034, -0.065, 0.035], [0.016, 0.004, -0.004], [0.018, -0.018, 0.005], [0.022, -0.013, 0.006], [-0.036, -0.024, 0.015], [0.013, 0.013, 0.003], [0.002, 0.025, -0.008], [0.020, -0.001, 0.036], [-0.023, 0.036, 0.060], [-0.010, -0.025, -0.019], [0.008, -0.013, -0.019], [0.006, -0.024, -0.007], [-0.036, 0.019, -0.014], [-0.002, -0.029, -0.030], [-0.013, -0.031, -0.014], [-0.019, -0.040, -0.016], [-0.030, 0.007, -0.004], [-0.016, 0.030, -0.010], [-0.030, -0.007, 0.022], [0.000, 0.004, 0.028], [-0.017, -0.007, 0.025], [0.005, 0.028, 0.009], [0.023, -0.026, 0.108], [-0.121, -0.028, -0.139], [0.030, 0.034, -0.221], [0.322, -0.266, -0.042], [-0.174, 0.015, 0.113], [0.013, -0.002, -0.011], [0.042, 0.106, 0.101], [0.034, 0.003, -0.048], [0.001, 0.014, -0.022], [-0.032, 0.018, 0.047], [-0.015, -0.030, -0.025], [-0.043, 0.009, 0.007], [0.012, 0.150, -0.053], [-0.217, -0.107, -0.013], [0.183, 0.059, 0.124], [0.076, -0.030, -0.078], [-0.095, -0.048, -0.157], [-0.091, 0.134, -0.211], [0.167, 0.016, 0.138], [0.039, -0.058, -0.100], [-0.082, -0.139, 0.035], [0.052, -0.116, -0.208], [-0.171, -0.035, 0.054], [-0.047, 0.173, 0.010], [0.087, 0.063, 0.176], [-0.031, 0.003, 0.004], [0.086, -0.019, -0.136], [0.004, -0.003, -0.051], [0.002, -0.021, 0.041], [0.008, 0.050, -0.010], [0.019, 0.004, -0.035], [0.011, -0.052, 0.016], [0.052, 0.024, 0.055], [0.012, -0.005, 0.011], [0.008, -0.043, 0.012], [-0.008, 0.036, 0.025], [-0.033, -0.013, 0.065], [0.021, 0.000, 0.007], [0.030, 0.005, 0.052], [0.015, 0.033, -0.030], [0.028, -0.007, -0.008], [-0.061, -0.008, -0.004], [0.040, 0.004, 0.043], [0.032, 0.015, 0.051], [-0.025, -0.037, -0.036], [0.011, 0.050, 0.021], [0.009, 0.010, 0.067], [-0.090, -0.022, 0.084], [0.017, 0.009, -0.029], [-0.020, -0.008, 0.022], [0.040, -0.030, 0.015], [-0.023, 0.016, 0.020]]}

[3]
{"formula": "C3H6N2O2S", "method": "ωB97M-V/def2-TZVPD", "smiles": "CNC(=S)O/C=N\\O", "energy_ha": -776.03233, "de_lowest_kj_mol": 283.1, "mol_weight_g_mol": 134.2, "e_homo_ha": -0.3257, "total_charge": 0, "orbital_gap_ev": 9.485, "symbols": ["C", "N", "C", "S", "O", "C", "N", "O", "H", "H", "H", "H", "H", "H"], "positions_angstrom": [[2.000919, -0.391139, 0.109468], [1.380935, 0.693774, 0.838704], [0.071446, 0.976930, 0.806953], [-0.628504, 2.210857, 1.672182], [-0.556867, 0.115033, -0.012663], [-1.905064, 0.197038, -0.204745], [-2.505312, -0.578590, -1.007547], [-1.646849, -1.478761, -1.613196], [1.762724, -0.336096, -0.948055], [1.660166, -1.367191, 0.489294], [3.092302, -0.321554, 0.262694], [1.948178, 1.285221, 1.448656], [-2.437700, 0.983457, 0.319534], [-2.236373, -1.988981, -2.161278]], "forces_ev_per_angstrom": [[0.511, -0.496, 0.315], [0.031, 0.519, 0.379], [0.317, 0.567, 0.599], [0.104, -0.264, -0.213], [-0.056, -0.312, -0.216], [-0.323, 0.035, -0.338], [0.112, 0.454, 0.488], [0.422, 0.079, 0.179], [0.071, 0.016, -0.102], [0.106, 0.290, -0.146], [-0.558, -0.028, -0.181], [-0.515, -0.378, -0.429], [0.063, -0.211, -0.041], [-0.286, -0.272, -0.294]]}